Density functional theory data (ωB97M-V with the def2-TZVPD basis set) for a structure of composition C6H9N.

Calculated values
LUMO energy   1.171 eV
HOMO-LUMO gap   9.69 eV
Multiplicity   1
Relative energy (zero: lowest compared OMol25 entry of this formula, charge and spin)   315.7 kJ/mol
Net charge   0
HOMO level   -8.520 eV

Cartesian coordinates (Å):
C -0.62 0.36 -1.79
N 0.57 0.26 -0.96
C 0.57 1.10 0.22
C -0.24 0.38 1.32
C -0.62 -0.99 0.78
C 0.69 -0.90 -0.03
C 1.22 0.08 1.07
H -1.56 0.36 -1.22
H -0.65 -0.46 -2.51
H -0.58 1.30 -2.36
H 0.70 2.18 0.17
H -0.64 0.92 2.17
H -1.57 -1.16 0.25
H -0.50 -1.74 1.57
H 1.19 -1.78 -0.43
H 2.04 0.07 1.78